A cluster of 2 separate species, C2H2F3I in total. Source: the Open Molecules 2025 dataset; level of theory: ωB97M-V/def2-TZVPD.

Geometry as XYZ:
```
8
C2H2F3I (ωB97M-V/def2-TZVPD)
C -1.217 -0.133 -0.057
C 1.085 0.051 -0.131
F -1.673 1.000 0.519
F -1.536 -1.179 0.635
F 1.470 -1.010 -0.842
I 2.108 0.357 1.682
H -1.597 -0.145 -1.078
H 1.359 1.059 -0.727
```

Properties
Highest occupied orbital energy ... -0.336 hartree
Molar mass ... 209.936 g/mol
LUMO ... -0.15 eV
Energy ... -674.57911 hartree
Relative energy (zero: lowest compared OMol25 entry of this formula, charge and spin) ... 288.78 kJ/mol
Frontier orbital gap ... 9.0018 eV

The molecule's Mulliken atomic charges, reported in e, are given here: 0.231 -0.253 -0.212 -0.164 -0.188 0.090 0.238 0.257

A cluster of 2 separate species, C2H2F3N2 in total. Source: the Open Molecules 2025 dataset; level of theory: ωB97M-V/def2-TZVPD.

Geometry as XYZ:
```
9
C2H2F3N2 (ωB97M-V/def2-TZVPD)
C 1.200 0.894 -0.472
C -1.795 0.138 -0.114
N 1.728 -0.834 1.004
N 1.527 0.002 0.192
F -2.134 -0.787 -0.978
F -1.592 -0.326 1.065
F -2.506 1.183 -0.217
H 1.318 1.332 -1.418
H 2.254 -1.601 0.938
```

Properties
Highest occupied orbital energy (spin up / spin down) ... -0.589 / -0.513 hartree
Molar mass ... 111.046 g/mol
LUMO (spin up / spin down) ... -6.14 / -8.55 eV
Net charge ... +1
Energy ... -485.99989 hartree
Relative energy (zero: lowest compared OMol25 entry of this formula, charge and spin) ... 419.42 kJ/mol
Frontier orbital gap (spin up / spin down) ... 9.8843 / 5.4147 eV

Results of the Mulliken charge analysis, in e, for atoms 1 through 8: -0.082 0.624 -0.617 0.627 -0.109 -0.081 -0.090 0.425

A cluster of 2 separate species, C2H2F3NO in total. Source: the Open Molecules 2025 dataset; level of theory: ωB97M-V/def2-TZVPD.

Geometry as XYZ:
```
9
C2H2F3NO (ωB97M-V/def2-TZVPD)
C -0.920 -1.896 1.098
C 0.317 0.738 0.362
N -0.619 -2.724 1.882
O -0.264 -3.123 2.964
F -1.384 -1.766 -0.143
F 0.565 1.554 -0.751
F 0.755 1.431 1.410
H 0.882 -0.210 0.185
H -0.836 0.498 0.242
```

Properties
Structure (SMILES) ... [O-][N+]#CF.FCF
Highest occupied orbital energy ... -0.393 hartree
Molar mass ... 113.038 g/mol
LUMO ... -1.17 eV
Energy ... -506.81947 hartree
Relative energy (zero: lowest compared OMol25 entry of this formula, charge and spin) ... 563.45 kJ/mol
Frontier orbital gap ... 9.5383 eV

Results of the Mulliken charge analysis, in e, for atoms 1 through 8: 0.122 0.312 0.554 -0.532 -0.151 -0.283 -0.221 0.117

An isolated molecule of C2H2F3P. Source: the Open Molecules 2025 dataset; level of theory: ωB97M-V/def2-TZVPD.

Geometry as XYZ:
```
8
C2H2F3P (ωB97M-V/def2-TZVPD)
C 1.457 0.144 -0.322
C -1.240 -0.924 -0.056
F -0.028 2.272 0.732
F -2.400 -0.355 -0.342
F -1.588 -1.668 1.028
P 0.026 0.544 0.361
H 1.526 -0.859 -0.818
H 2.248 0.848 -0.582
```

Properties
Structure (SMILES) ... C=P(F)=C(F)F
Highest occupied orbital energy (spin up / spin down) ... -0.346 / -0.346 hartree
Molar mass ... 114.006 g/mol
LUMO (spin up / spin down) ... -1.03 / -1.03 eV
Energy ... -718.23367 hartree
Relative energy (zero: lowest compared OMol25 entry of this formula, charge and spin) ... 223.66 kJ/mol
Frontier orbital gap (spin up / spin down) ... 8.3924 / 8.3935 eV

The molecule's Mulliken atomic charges, reported in e, are given here: -0.516 0.210 -0.361 -0.153 -0.174 0.426 0.267 0.301

A structure of composition C2H2FHgO. Source: the Open Molecules 2025 dataset; level of theory: ωB97M-V/def2-TZVPD.

Geometry as XYZ:
```
7
C2H2FHgO (ωB97M-V/def2-TZVPD)
C 0.732 -1.549 0.330
C 0.291 -0.454 -0.199
O -0.036 0.545 -0.742
H 1.810 -1.710 0.390
H 0.021 -2.325 0.619
F -1.975 3.224 0.266
Hg -0.843 2.268 -0.664
```

Properties
Highest occupied orbital energy ... -0.566 hartree
Molar mass ... 261.625 g/mol
LUMO ... -5.77 eV
Net charge ... +1
Energy ... -405.50803 hartree
Relative energy (zero: lowest compared OMol25 entry of this formula, charge and spin) ... 0.00 kJ/mol
Frontier orbital gap ... 9.6185 eV

The molecule's Mulliken atomic charges, reported in e, are given here: -0.717 0.901 -0.545 0.281 0.275 -0.517 1.322

A structure of composition C2H2FI3O. Source: the Open Molecules 2025 dataset; level of theory: ωB97M-V/def2-TZVPD.

Geometry as XYZ:
```
9
C2H2FI3O (ωB97M-V/def2-TZVPD)
C -0.302 1.479 -0.054
C 0.793 1.103 0.570
O -0.779 -2.014 -0.078
F 1.700 0.282 -0.049
I -0.841 1.002 -2.043
I 0.303 -2.304 -1.696
I 1.286 1.200 2.650
H -1.139 2.091 0.411
H -1.022 -2.838 0.288
```

Properties
Highest occupied orbital energy ... -0.321 hartree
Molar mass ... 441.747 g/mol
LUMO ... -0.62 eV
Energy ... -1145.50094 hartree
Relative energy (zero: lowest compared OMol25 entry of this formula, charge and spin) ... 221.48 kJ/mol
Frontier orbital gap ... 8.1121 eV

Results of the Mulliken charge analysis, in e, for atoms 1 through 8: -0.358 0.047 -0.575 -0.203 0.076 0.221 0.101 0.359

An isolated molecule of C2H2FIS. Source: the Open Molecules 2025 dataset; level of theory: ωB97M-V/def2-TZVPD.

Geometry as XYZ:
```
7
C2H2FIS (ωB97M-V/def2-TZVPD)
C 0.095 0.352 -0.111
C -1.079 -0.045 -0.617
F 1.097 0.863 -0.858
S 0.425 0.163 1.644
I 2.546 -0.922 1.638
H -1.923 -0.381 -0.057
H -1.161 -0.029 -1.639
```

Properties
Structure (SMILES) ... C=C(F)SI
Highest occupied orbital energy ... -0.327 hartree
Molar mass ... 204.007 g/mol
LUMO ... -0.88 eV
Energy ... -873.12053 hartree
Relative energy (zero: lowest compared OMol25 entry of this formula, charge and spin) ... 3.38 kJ/mol
Frontier orbital gap ... 8.0186 eV

The molecule's Mulliken atomic charges, reported in e, are given here: 0.492 -0.689 -0.201 -0.242 0.087 0.263 0.289

A structure of composition C2H2FKO. Source: the Open Molecules 2025 dataset; level of theory: ωB97M-V/def2-TZVPD.

Geometry as XYZ:
```
7
C2H2FKO (ωB97M-V/def2-TZVPD)
C 0.012 0.034 0.311
C 0.543 -1.114 0.203
O 0.100 1.295 0.231
H 0.143 -2.050 -0.177
H -1.592 1.653 -0.148
K 3.120 -0.618 -0.200
F -2.327 0.800 -0.220
```

Properties
Highest occupied orbital energy ... -0.268 hartree
Molar mass ... 100.133 g/mol
LUMO ... -1.07 eV
Energy ... -852.35257 hartree
Relative energy (zero: lowest compared OMol25 entry of this formula, charge and spin) ... 84.30 kJ/mol
Frontier orbital gap ... 6.2120 eV

The molecule's Mulliken atomic charges, reported in e, are given here: 0.857 -1.209 -0.740 0.263 0.449 0.885 -0.505

A structure of composition C2H2FLiO2Tl. Source: the Open Molecules 2025 dataset; level of theory: ωB97M-V/def2-TZVPD.

Geometry as XYZ:
```
9
C2H2FLiO2Tl (ωB97M-V/def2-TZVPD)
H 0.767 -0.305 -0.512
O -1.121 0.377 -0.585
C -0.005 0.438 0.011
C 0.105 0.345 1.427
O 0.536 -0.715 1.992
H -0.512 1.057 2.005
Li 0.982 -2.391 1.546
Tl -1.319 0.104 -2.738
F 0.565 1.091 -3.146
```

Properties
Highest occupied orbital energy (spin up / spin down) ... -0.272 / -0.297 hartree
2S+1 ... 2
Molar mass ... 288.358 g/mol
LUMO (spin up / spin down) ... -1.60 / -1.66 eV
Energy ... -507.71222 hartree
Relative energy (zero: lowest compared OMol25 entry of this formula, charge and spin) ... 93.13 kJ/mol
Frontier orbital gap (spin up / spin down) ... 5.8101 / 6.4161 eV

Results of the Mulliken charge analysis, in e, for atoms 1 through 8: 0.031 -0.489 0.001 0.175 -0.738 0.313 0.896 0.528

An isolated molecule of C2H2FN3. Source: the Open Molecules 2025 dataset; level of theory: ωB97M-V/def2-TZVPD.

Geometry as XYZ:
```
8
C2H2FN3 (ωB97M-V/def2-TZVPD)
C 0.397 -0.807 0.045
C 1.311 -0.119 -0.525
N -0.729 -1.085 0.400
N -1.566 0.329 0.330
N -1.132 1.366 0.146
F 2.212 0.531 0.272
H 1.877 -0.243 -1.472
H -2.370 0.027 0.805
```

Properties
Highest occupied orbital energy ... -0.327 hartree
Molar mass ... 87.057 g/mol
LUMO ... 0.07 eV
Energy ... -341.35786 hartree
Relative energy (zero: lowest compared OMol25 entry of this formula, charge and spin) ... 443.42 kJ/mol
Frontier orbital gap ... 8.9820 eV

The molecule's Mulliken atomic charges, reported in e, are given here: 0.512 -0.147 -0.574 0.381 -0.442 -0.238 0.237 0.271